Below is a molecular structure, C50H56AlN4OPS, with properties calculated with wB97M-V/def2-TZVPD.

Atoms and positions in Å:
Al -0.1940 0.3532 -1.2250
O 0.8321 -0.7562 -0.4171
C 2.0683 -1.1836 -0.2021
C 2.4589 -1.6407 1.0772
C 3.6982 -2.3301 1.1922
C 4.0533 -2.9860 2.3440
C 3.2053 -2.9759 3.4562
C 2.0477 -2.2204 3.4014
C 1.6676 -1.5243 2.2582
P 0.3674 -0.2260 2.4247
C -1.0113 -1.1136 3.2218
C -1.2354 -2.4607 2.9315
C -2.3893 -3.0980 3.3612
C -3.3467 -2.3984 4.0837
C -3.1464 -1.0523 4.3565
C -1.9953 -0.4116 3.9205
C 1.1925 0.7041 3.7794
C 0.8579 0.6924 5.1284
C 1.5696 1.4636 6.0377
C 2.6311 2.2457 5.6130
C 2.9846 2.2504 4.2709
C 2.2664 1.4925 3.3642
H 4.3824 -2.3517 0.3531
H 4.9989 -3.5124 2.3843
H 3.4730 -3.5040 4.3614
H 1.4323 -2.1282 4.2899
H -0.4967 -3.0182 2.3669
H -2.5413 -4.1448 3.1282
H -4.2435 -2.8977 4.4280
H -3.8941 -0.4911 4.9035
H -1.8800 0.6531 4.0909
H 0.0494 0.0699 5.4869
H 1.2926 1.4468 7.0845
H 3.1832 2.8474 6.3240
H 3.8142 2.8557 3.9274
H 2.5399 1.5123 2.3136
C 0.8060 4.4741 -0.9339
C -0.5176 4.1711 -1.6514
C -0.8876 5.2860 -2.6322
C -1.6330 3.9024 -0.6540
C -1.8033 5.0254 0.3104
C -3.2278 4.4672 1.8049
C -3.7342 3.1311 1.4180
C -3.2034 2.2834 0.5273
C -3.8895 0.9170 0.4423
C -4.7732 0.7034 -0.7896
C -2.9551 -0.2738 0.6684
C -2.1041 2.6613 -0.4201
N -1.6981 1.6029 -1.2785
C -2.0924 1.6107 -2.5436
C -1.7296 0.5097 -3.3220
C -1.9657 0.1516 -4.6492
C -1.4823 -1.1460 -4.7868
C -0.9558 -1.5516 -3.5512
N -1.0629 -0.5261 -2.6618
C -0.5071 -2.9694 -3.2358
C -1.6510 -3.9140 -3.6438
C -0.2220 -3.2088 -1.7422
C 0.7269 -3.3200 -4.0794
H 1.6347 4.3649 -1.6363
H 0.9574 3.7950 -0.0925
H 0.8415 5.4970 -0.5488
H -0.3470 3.2706 -2.2397
H -1.0446 6.2402 -2.1203
H -1.7993 5.0476 -3.1846
H -0.0840 5.4385 -3.3542
H -1.2435 5.8921 -0.0263
H -3.7685 4.8899 2.6501
H -4.5845 2.7860 1.9929
H -4.5668 0.9273 1.2994
H -4.1942 0.5262 -1.6938
H -5.4317 1.5584 -0.9596
H -5.4015 -0.1755 -0.6310
H -2.5458 -0.6466 -0.2765
H -3.5092 -1.1070 1.1056
H -2.1425 -0.0206 1.3442
H -2.7016 2.4153 -2.9418
H -2.4619 0.7589 -5.3894
H -1.5329 -1.7590 -5.6725
H -2.5342 -3.7353 -3.0275
H -1.3377 -4.9505 -3.5021
H -1.9350 -3.7833 -4.6882
H -0.8065 -2.5552 -1.0993
H 0.8275 -3.0724 -1.4879
H -0.4805 -4.2378 -1.4856
H 0.5108 -3.2352 -5.1458
H 1.0409 -4.3467 -3.8761
H 1.5608 -2.6589 -3.8535
S -0.5991 3.4361 2.4341
C -1.6818 4.6908 1.8781
N -1.5261 5.9503 2.6204
C -1.9754 7.1429 1.9141
C -3.2543 6.8490 1.1254
N -3.2344 5.4446 0.6254
H -0.5612 6.0195 2.9167
H -1.2208 7.5468 1.2264
H -2.2040 7.9376 2.6272
H -3.3323 7.5154 0.2660
H -4.1490 6.9551 1.7382
H -3.9381 5.2881 -0.0919
C 2.9866 -1.2122 -1.3990
C 4.0645 -0.1494 -1.3520
C 5.3945 -0.4700 -1.5953
C 6.3825 0.5050 -1.5532
C 6.0497 1.8185 -1.2619
C 4.7239 2.1486 -1.0112
C 3.7421 1.1726 -1.0553
H 3.4594 -2.1911 -1.5201
H 2.3610 -1.0496 -2.2808
H 5.6620 -1.4971 -1.8193
H 7.4136 0.2346 -1.7422
H 6.8173 2.5807 -1.2273
H 4.4537 3.1702 -0.7744
H 2.7096 1.4420 -0.8502

Atomic forces in eV per Å
Al -0.3 0.0 -0.1
O -0.2 0.2 0.1
C 0.1 0.0 -0.1
C 0.0 -0.2 0.1
C 0.1 0.0 0.0
C 0.0 0.0 0.1
C 0.1 0.0 -0.1
C 0.0 0.0 0.0
C -0.1 0.0 -0.1
P 0.2 0.2 0.0
C 0.0 -0.2 0.0
C 0.1 0.0 0.1
C -0.1 0.0 0.0
C 0.0 0.0 0.0
C 0.0 0.1 0.0
C 0.0 0.0 0.0
C -0.1 0.1 0.0
C 0.0 -0.1 0.0
C 0.0 0.0 0.0
C 0.0 0.0 0.0
C 0.0 0.0 0.0
C -0.1 0.0 0.0
H -0.1 0.0 0.0
H 0.0 0.0 0.0
H 0.0 0.0 0.0
H 0.0 0.0 0.0
H 0.0 0.0 0.0
H 0.0 0.0 0.0
H 0.0 0.0 0.0
H 0.0 0.0 0.0
H 0.1 0.0 0.0
H -0.1 0.0 0.0
H 0.0 0.0 0.0
H 0.0 0.0 0.0
H 0.0 0.0 0.0
H 0.0 0.0 0.0
C 0.0 0.0 0.0
C 0.0 0.0 -0.2
C 0.0 0.0 0.0
C 0.6 -0.3 0.6
C -0.1 0.2 0.1
C 0.0 0.1 0.1
C 0.2 -0.1 0.1
C -0.2 0.2 -0.1
C 0.0 0.0 0.1
C 0.0 0.1 0.0
C 0.0 -0.1 -0.3
C -0.6 0.1 -0.4
N 0.7 -0.4 0.5
C -0.5 -0.1 -0.3
C -0.1 0.1 -0.2
C 0.0 0.0 0.0
C 0.1 0.0 0.1
C 0.0 -0.1 -0.1
N 0.1 0.0 0.0
C 0.0 0.1 0.1
C -0.1 0.0 0.0
C 0.0 -0.1 -0.1
C 0.0 -0.1 0.0
H 0.0 0.0 0.0
H 0.0 0.0 0.0
H 0.0 0.0 0.0
H -0.1 0.0 0.0
H 0.0 0.0 0.0
H 0.0 0.0 0.0
H 0.0 0.0 0.0
H 0.0 0.0 0.0
H 0.0 0.0 0.0
H 0.0 0.0 0.0
H 0.0 0.0 0.0
H 0.1 0.0 0.0
H 0.0 0.0 0.0
H 0.0 0.0 0.0
H 0.0 0.0 0.0
H 0.0 0.0 0.1
H 0.0 0.0 -0.1
H 0.1 0.1 0.0
H 0.0 0.0 0.0
H 0.0 0.0 0.0
H 0.0 0.0 0.0
H 0.0 0.0 0.0
H 0.0 0.0 0.0
H -0.1 0.0 0.0
H 0.0 0.1 0.0
H 0.0 0.0 0.0
H 0.0 0.0 0.0
H 0.0 0.0 0.0
H 0.1 0.1 0.0
S 0.0 -0.1 0.0
C 0.0 -0.2 -0.3
N -0.2 0.2 0.0
C 0.0 0.0 0.0
C -0.1 0.1 0.0
N 0.1 0.2 0.0
H 0.0 0.0 0.0
H 0.0 0.0 0.0
H 0.0 0.0 0.0
H 0.0 0.0 0.0
H 0.0 0.0 0.0
H 0.0 -0.1 0.0
C -0.1 0.2 0.1
C 0.1 0.0 0.0
C 0.0 0.0 0.0
C 0.0 0.0 0.0
C 0.0 0.0 0.0
C 0.0 0.0 0.0
C 0.0 0.0 0.0
H -0.1 0.0 0.0
H 0.0 0.0 0.0
H 0.0 0.0 0.0
H 0.0 0.0 0.0
H 0.0 0.0 0.0
H 0.0 0.0 0.0
H 0.0 0.0 0.0

Properties
ΔE to the lowest compared entry with this formula, charge and spin: 5.8720 eV
Maximum force: 0.921 eV Å⁻¹
Total energy: -3215.060607 hartree
Gap between HOMO and LUMO (alpha / beta): 5.21 / 5.64 eV